1.
# C31H89F3N6O18S

A 12-piece molecular cluster, C31H89F3N6O18S overall at a distorted geometry (the ωB97M-V functional and the def2-TZVPD basis, the OMol25 dataset).

The geometry in XYZ format:
```
148
C31H89F3N6O18S, DFT the ωB97M-V functional and the def2-TZVPD basis
N 1.437 0.957 -3.717
H 2.381 1.140 -3.410
H 1.429 0.742 -4.704
H 0.806 1.743 -3.663
H 1.030 0.187 -3.204
C -0.020 -0.187 0.020
F 1.196 0.365 0.380
F -0.493 -0.547 1.199
F -0.904 0.729 -0.594
S 0.314 -1.798 -1.108
O 1.288 -2.560 -0.293
O -0.969 -2.484 -1.242
O 0.878 -1.186 -2.344
C 3.969 -2.424 -2.564
C 5.517 -2.229 -2.802
O 6.193 -3.469 -3.221
O 3.875 -3.274 -1.423
H 3.376 -2.812 -3.392
H 3.609 -1.419 -2.344
H 5.898 -1.832 -1.862
H 5.777 -1.468 -3.538
H 7.101 -3.275 -3.467
H 3.049 -3.068 -0.980
C 1.146 -6.253 -3.885
C 0.646 -4.905 -3.158
O -0.006 -3.917 -3.914
O 2.323 -6.151 -4.639
H 0.384 -6.461 -4.636
H 1.054 -7.069 -3.169
H 1.435 -4.540 -2.501
H -0.120 -5.332 -2.510
H -0.017 -3.141 -3.349
H 3.046 -6.156 -4.007
C -1.118 4.812 -1.120
C -2.309 3.969 -1.105
O -3.465 4.547 -1.693
O -0.669 5.118 -2.409
H -0.321 4.313 -0.569
H -1.168 5.753 -0.572
H -2.542 3.985 -0.040
H -2.121 2.966 -1.488
H -4.215 3.952 -1.619
H -0.659 6.078 -2.426
C 2.282 -4.427 2.455
C 3.650 -4.914 3.017
O 3.936 -4.403 4.309
O 2.457 -3.100 2.040
H 1.501 -4.343 3.211
H 1.831 -5.056 1.688
H 4.407 -4.557 2.319
H 3.713 -6.002 3.008
H 3.908 -3.447 4.223
H 1.823 -2.913 1.343
C 5.123 -0.801 0.952
C 4.652 0.470 0.218
O 5.721 1.092 -0.573
O 5.747 -0.519 2.188
H 5.763 -1.417 0.320
H 4.293 -1.485 1.125
H 4.223 1.177 0.929
H 3.817 0.185 -0.423
H 5.328 1.759 -1.141
H 6.688 -0.690 2.107
C 3.948 7.759 0.059
C 3.795 6.633 -0.950
C 2.468 5.845 -0.892
O 2.344 5.102 0.279
C 2.707 3.750 0.269
N 3.902 7.246 -2.270
H 3.379 8.670 -0.131
H 4.993 8.055 0.150
H 3.718 7.430 1.072
H 4.697 6.025 -0.887
H 2.333 5.230 -1.782
H 1.559 6.443 -0.959
H 2.729 3.290 1.257
H 3.745 3.688 -0.057
H 2.134 3.090 -0.383
H 4.809 7.671 -2.400
H 3.988 6.417 -2.840
C -3.691 0.432 0.983
C -5.137 0.287 1.503
C -5.259 -0.317 2.955
O -4.673 -1.649 2.957
C -4.906 -2.375 4.229
N -5.622 1.687 1.506
H -3.180 -0.528 0.912
H -3.027 1.097 1.535
H -3.763 0.918 0.010
H -5.584 -0.356 0.744
H -6.296 -0.427 3.272
H -4.753 0.313 3.687
H -4.580 -3.402 4.060
H -5.964 -2.361 4.492
H -4.211 -2.000 4.980
H -6.546 1.666 1.914
H -5.095 2.321 2.089
C -5.617 -0.125 -3.969
C -5.718 -1.241 -2.888
C -4.461 -2.097 -2.738
O -4.270 -2.997 -3.834
C -3.015 -3.643 -3.839
N -6.214 -0.677 -1.614
H -5.326 -0.571 -4.920
H -4.768 0.534 -3.782
H -6.589 0.358 -4.063
H -6.497 -1.945 -3.177
H -4.644 -2.796 -1.922
H -3.556 -1.559 -2.457
H -2.829 -4.235 -2.943
H -2.297 -2.825 -3.881
H -2.934 -4.276 -4.723
H -5.686 0.166 -1.440
H -5.980 -1.269 -0.829
C 1.315 7.041 3.435
C 0.317 5.872 3.752
C 0.166 4.710 2.737
O -0.823 3.800 3.218
C -1.080 2.750 2.390
N 0.620 5.381 5.056
H 2.298 6.701 3.110
H 1.528 7.744 4.241
H 0.860 7.583 2.606
H -0.685 6.298 3.707
H 1.156 4.259 2.674
H -0.160 5.102 1.773
H -1.793 3.029 1.615
H -1.692 2.000 2.890
H -0.166 2.302 1.999
H 1.602 5.151 5.106
H 0.158 4.485 5.130
C -0.822 -5.516 0.596
C -2.168 -4.914 0.997
C -2.040 -3.825 2.049
O -1.347 -4.267 3.220
C -1.162 -3.249 4.223
N -2.671 -4.348 -0.235
H -0.837 -6.165 -0.279
H -0.355 -6.108 1.383
H -0.059 -4.787 0.322
H -2.888 -5.622 1.408
H -3.028 -3.604 2.454
H -1.672 -2.879 1.650
H -0.693 -2.364 3.791
H -0.575 -3.430 5.123
H -2.101 -2.978 4.705
H -2.039 -3.587 -0.441
H -2.632 -5.028 -0.980
```

Summary:
ΔE to the lowest compared entry with this formula, charge and spin   43.0 kcal/mol
Kohn-Sham gap   6.863 eV
Total energy   -98364.672 eV
Highest occupied orbital energy   -0.3124 Ha

***

2.
# C32H104O40P8

A 16-piece molecular cluster, C32H104O40P8 overall at a distorted geometry (the ωB97M-V functional and the def2-TZVPD basis, the OMol25 dataset).

The geometry in XYZ format:
```
184
C32H104O40P8, DFT the ωB97M-V functional and the def2-TZVPD basis
C 1.036 -6.124 -2.611
O 0.960 -4.700 -3.031
H 1.958 -6.585 -2.965
H 1.026 -6.110 -1.521
H 0.109 -6.634 -2.871
H 0.053 -4.407 -2.912
C -2.534 3.573 -5.063
O -1.262 4.092 -5.309
H -2.670 3.564 -3.982
H -3.375 4.087 -5.528
H -2.687 2.572 -5.468
H -0.876 3.681 -6.086
C 0.524 5.272 1.037
O 1.296 4.925 -0.120
H 0.972 6.162 1.479
H -0.498 5.519 0.750
H 0.553 4.465 1.769
H 1.618 5.703 -0.582
C -0.223 -1.434 6.078
O -1.113 -0.294 5.944
H 0.411 -1.135 6.913
H -0.706 -2.378 6.334
H 0.369 -1.527 5.168
H -0.816 0.507 5.506
C -3.876 -0.911 2.355
O -3.463 0.441 2.174
H -4.952 -1.033 2.477
H -3.562 -1.434 1.452
H -3.440 -1.458 3.191
H -3.058 0.431 1.303
C -4.456 3.296 0.051
O -4.328 3.634 -1.294
H -3.578 3.769 0.492
H -5.327 3.812 0.456
H -4.614 2.228 0.199
H -4.806 2.992 -1.823
C 0.571 2.944 4.715
O 0.865 1.758 5.430
H 0.765 3.806 5.354
H 1.206 2.916 3.830
H -0.473 3.129 4.458
H 1.814 1.630 5.494
C 2.216 -3.807 1.547
O 1.869 -3.225 2.723
H 1.399 -4.343 1.064
H 2.389 -2.901 0.967
H 3.167 -4.339 1.585
H 1.568 -3.920 3.313
C 4.185 4.082 2.858
O 4.895 2.871 2.780
P 5.564 2.416 1.335
O 6.135 3.448 0.457
O 6.579 1.274 1.931
C 7.804 1.695 2.391
O 4.382 1.530 0.746
C 3.204 2.081 0.239
H 4.406 4.936 2.218
H 4.603 4.405 3.811
H 3.121 4.042 3.094
H 7.939 1.875 3.457
H 8.211 2.554 1.856
H 8.537 0.945 2.093
H 3.383 2.705 -0.636
H 2.629 2.508 1.060
H 2.670 1.275 -0.265
C 3.897 1.278 8.412
O 4.865 0.753 7.506
P 4.671 1.106 5.981
O 3.477 1.949 5.703
O 4.712 -0.420 5.253
C 4.172 -0.518 3.953
O 6.121 1.753 5.630
C 6.466 2.919 6.387
H 3.050 0.631 8.642
H 3.455 2.226 8.105
H 4.399 1.458 9.362
H 3.825 0.343 3.383
H 3.465 -1.348 3.936
H 4.941 -1.079 3.420
H 5.676 3.667 6.442
H 7.168 3.555 5.846
H 6.635 2.727 7.446
C -2.420 -1.833 -5.557
O -3.234 -2.938 -5.482
P -2.613 -4.338 -5.059
O -1.565 -4.130 -3.983
O -2.164 -5.039 -6.408
C -1.537 -6.299 -6.328
O -4.050 -5.138 -4.680
C -4.924 -5.449 -5.739
H -1.928 -1.663 -4.598
H -2.997 -0.920 -5.705
H -1.652 -1.972 -6.318
H -0.461 -6.137 -6.389
H -1.874 -6.870 -7.192
H -1.688 -6.761 -5.352
H -4.394 -5.401 -6.691
H -5.844 -4.906 -5.520
H -5.289 -6.474 -5.676
C -1.746 10.068 -4.031
O -1.956 9.536 -2.764
P -1.051 8.274 -2.220
O 0.275 8.778 -1.704
O -2.165 7.621 -1.172
C -2.260 8.140 0.113
O -1.027 7.314 -3.565
C 0.109 6.448 -3.775
H -1.315 11.067 -3.966
H -2.667 10.013 -4.611
H -1.112 9.498 -4.711
H -1.767 9.110 0.186
H -1.833 7.502 0.886
H -3.277 8.420 0.386
H 0.440 6.494 -4.813
H -0.136 5.421 -3.506
H 0.981 6.745 -3.192
C -1.064 2.452 -1.816
O -0.139 1.394 -1.532
P -0.410 0.355 -0.324
O -1.872 0.104 0.008
O 0.390 -0.975 -0.890
C -0.259 -1.877 -1.731
O 0.406 0.884 0.980
C 0.421 0.152 2.189
H -1.640 2.208 -2.709
H -0.504 3.380 -1.927
H -1.767 2.521 -0.986
H 0.115 -1.962 -2.751
H -1.345 -1.789 -1.694
H -0.007 -2.837 -1.280
H 0.587 -0.909 2.003
H -0.476 0.242 2.802
H 1.237 0.534 2.803
C -9.746 -1.788 -2.830
O -8.318 -1.587 -2.931
P -7.335 -2.766 -2.259
O -7.369 -2.786 -0.776
O -7.755 -4.128 -3.018
C -7.357 -5.402 -2.642
O -5.874 -2.507 -2.916
C -5.187 -1.291 -2.754
H -9.946 -2.859 -2.874
H -10.148 -1.213 -3.664
H -10.072 -1.387 -1.870
H -7.577 -5.681 -1.611
H -6.296 -5.645 -2.701
H -7.810 -6.195 -3.237
H -5.743 -0.499 -2.253
H -4.972 -0.875 -3.739
H -4.257 -1.419 -2.200
C 3.909 -1.421 -1.421
O 5.032 -1.000 -0.646
P 6.559 -1.144 -1.257
O 6.913 -2.442 -1.911
O 6.713 0.118 -2.221
C 7.914 0.187 -2.978
O 7.595 -0.887 -0.070
C 8.226 -1.969 0.631
H 3.117 -0.672 -1.428
H 3.549 -2.305 -0.894
H 4.194 -1.666 -2.444
H 8.620 0.855 -2.485
H 7.613 0.647 -3.920
H 8.475 -0.742 -3.084
H 7.980 -2.997 0.366
H 7.978 -1.861 1.687
H 9.292 -1.831 0.449
C -2.935 -6.740 3.960
O -3.467 -6.562 2.650
P -2.610 -5.784 1.489
O -1.310 -6.374 1.139
O -3.672 -5.721 0.308
C -3.514 -4.749 -0.783
O -2.526 -4.213 2.007
C -1.505 -3.783 2.884
H -3.499 -6.183 4.709
H -1.878 -6.471 3.973
H -2.914 -7.725 4.426
H -3.140 -5.300 -1.646
H -2.730 -4.014 -0.599
H -4.398 -4.191 -1.096
H -1.861 -3.598 3.898
H -1.076 -2.855 2.506
H -0.678 -4.488 2.796
```

Summary:
ΔE to the lowest compared entry with this formula, charge and spin   0.0 kcal/mol
Kohn-Sham gap   9.483 eV
Total energy   -191091.361 eV
Highest occupied orbital energy   -0.3407 Ha